(1)
DFT (ωB97M-V/def2-TZVPD) results for a cluster of 14 separate species, C23H48Cl27N2O in total.

The geometry in XYZ format:
```
101
Properties=species:S:1:pos:R:3:mulliken_charge:R:1
C 9.263 -3.320 0.642 -1.730
C 7.857 -2.933 0.176 1.346
C 8.031 -2.096 -1.112 -1.403
C 6.967 -4.132 -0.016 -1.290
N 5.539 -3.773 0.228 0.086
C 4.578 -4.907 0.606 -0.520
C 3.189 -4.383 0.261 0.963
Cl 2.291 -5.330 -0.927 -0.165
C 3.447 -2.906 -0.084 0.186
C 2.363 -2.108 -0.769 -1.322
C 2.665 -0.627 -0.673 -0.789
N 2.280 -0.068 0.627 -0.290
C 4.764 -3.022 -0.805 -0.831
O 4.654 -3.837 -1.906 -0.501
H 9.337 -3.484 1.704 0.392
H 9.629 -4.151 0.057 0.469
H 9.895 -2.483 0.415 0.359
H 7.459 -2.238 0.911 -0.074
H 8.144 -1.063 -0.827 0.247
H 7.231 -2.240 -1.822 0.348
H 8.960 -2.392 -1.572 0.462
H 7.205 -4.875 0.729 0.505
H 7.101 -4.610 -0.972 0.443
H 5.573 -3.229 1.085 0.517
H 4.607 -4.936 1.684 -0.072
H 4.878 -5.828 0.148 0.459
H 2.553 -4.398 1.126 -0.164
H 3.646 -2.415 0.865 0.244
H 1.456 -2.291 -0.210 0.402
H 2.205 -2.411 -1.790 0.541
H 2.204 -0.073 -1.475 0.270
H 3.737 -0.507 -0.799 0.356
H 2.265 -0.772 1.355 0.137
H 2.991 0.589 0.917 0.221
H 5.158 -2.066 -1.114 0.628
H 5.459 -3.777 -2.435 0.463
C -0.691 -0.276 -2.247 0.748
Cl -1.980 -1.461 -2.011 -0.206
Cl 0.396 -0.743 -3.567 -0.199
H -1.132 0.687 -2.473 -0.126
H -0.113 -0.209 -1.332 -0.255
C -2.379 3.595 -1.002 0.345
Cl -3.666 2.406 -0.771 -0.186
Cl -1.330 3.158 -2.360 -0.168
H -2.825 4.561 -1.209 -0.082
H -1.779 3.637 -0.101 0.016
C -6.607 3.247 1.474 0.135
Cl -7.696 1.939 1.957 -0.207
Cl -6.257 4.335 2.821 -0.150
H -5.678 2.813 1.125 -0.033
H -7.077 3.814 0.681 0.247
C -10.562 3.385 3.697 0.345
Cl -11.652 2.087 4.193 -0.165
Cl -10.173 4.466 5.043 -0.161
H -9.642 2.946 3.333 -0.278
H -11.042 3.964 2.918 0.278
C -10.767 3.968 8.579 0.158
Cl -12.421 4.123 9.182 -0.157
Cl -9.852 2.751 9.478 -0.164
H -10.802 3.677 7.538 -0.100
H -10.268 4.924 8.686 0.262
C -4.758 -2.286 -4.737 0.139
Cl -6.052 -3.464 -4.502 -0.153
Cl -3.674 -2.749 -6.056 -0.156
H -5.201 -1.327 -4.974 0.237
H -4.181 -2.218 -3.824 -0.054
C -5.050 5.996 -2.647 -0.282
Cl -3.445 6.630 -3.013 -0.138
Cl -5.141 5.361 -0.997 -0.112
H -5.773 6.794 -2.753 0.366
H -5.268 5.192 -3.338 0.235
C 1.946 -5.389 4.280 -0.295
Cl 0.786 -4.495 3.294 -0.131
Cl 3.610 -4.828 4.011 -0.131
H 1.704 -5.241 5.324 0.336
H 1.891 -6.439 4.020 0.268
C 10.191 0.542 1.928 -0.382
Cl 8.785 -0.525 2.144 -0.054
Cl 11.268 -0.018 0.647 -0.138
H 9.831 1.529 1.669 0.298
H 10.742 0.570 2.859 0.349
C -2.353 5.223 -6.739 -0.338
Cl -2.435 4.102 -5.376 -0.059
Cl -3.369 6.636 -6.453 -0.141
H -1.329 5.552 -6.855 0.266
H -2.698 4.717 -7.631 0.292
C 1.555 1.846 3.759 0.216
Cl 3.167 2.527 3.483 -0.171
Cl 1.301 1.415 5.455 -0.181
H 0.818 2.579 3.472 0.160
H 1.455 0.955 3.154 -0.036
C -9.480 -2.473 -6.193 -0.218
Cl -10.635 -3.704 -5.673 -0.148
Cl -9.112 -1.326 -4.899 -0.140
H -8.560 -2.963 -6.487 0.209
H -9.905 -1.929 -7.027 0.297
C 1.230 3.705 0.433 -0.280
Cl 0.143 2.405 0.937 -0.204
Cl 1.342 4.977 1.652 -0.137
H 2.219 3.289 0.279 0.286
H 0.853 4.132 -0.488 0.333
```

Values from the calculation:
- Net charge: +1
- HOMO: -11.46 eV

(2)
DFT (ωB97M-V/def2-TZVPD) results for a structure of composition C23H48IrNO2P3.

The geometry in XYZ format:
```
78
Properties=species:S:1:pos:R:3:lowdin_spin:R:1
Ir 0.057 -0.055 -0.269 0.704
P 0.315 -1.941 -1.458 0.044
P 2.377 -0.045 0.448 0.003
P -2.109 0.437 -1.146 0.002
H 1.588 2.016 -1.153 0.011
C 0.521 1.883 -0.959 0.078
C 0.054 1.975 0.410 0.017
H 0.781 2.219 1.189 0.000
C 0.961 -1.621 -3.135 0.037
C 1.400 -3.202 -0.704 -0.001
C -1.200 -2.943 -1.650 -0.002
C 3.063 1.426 1.324 -0.001
C 2.894 -1.354 1.629 -0.001
C 3.509 -0.160 -0.994 0.005
C -2.885 2.058 -0.761 -0.001
C -3.433 -0.677 -0.553 -0.001
C -2.087 0.410 -2.984 0.006
H -0.147 2.203 -1.764 0.011
H -0.959 2.336 0.608 0.000
H 1.076 -2.565 -3.684 0.005
H 1.938 -1.127 -3.069 0.001
H 0.268 -0.974 -3.686 0.001
H 1.388 -4.116 -1.315 0.000
H 1.005 -3.456 0.291 0.000
H 2.433 -2.848 -0.622 0.000
H -0.953 -3.891 -2.148 0.000
H -1.954 -2.419 -2.246 0.000
H -1.596 -3.176 -0.651 0.000
H 4.141 1.290 1.495 0.000
H 2.585 1.558 2.303 0.000
H 2.918 2.339 0.734 0.000
H 3.980 -1.512 1.565 0.000
H 2.393 -2.303 1.426 0.000
H 2.641 -1.048 2.652 0.000
H 4.544 0.033 -0.678 0.001
H 3.223 0.602 -1.728 0.000
H 3.455 -1.151 -1.455 0.000
H -3.844 2.153 -1.290 0.000
H -2.233 2.887 -1.058 0.000
H -3.082 2.122 0.318 0.000
H -4.365 -0.468 -1.095 0.000
H -3.588 -0.491 0.517 0.000
H -3.169 -1.728 -0.688 0.000
H -3.042 0.775 -3.387 0.000
H -1.910 -0.601 -3.367 0.000
H -1.289 1.072 -3.345 0.001
C -1.016 0.021 -7.474 0.304
C -0.358 0.380 -8.676 0.576
C -0.184 1.738 -8.959 0.525
C -0.677 2.717 -8.086 0.298
C -1.366 2.347 -6.929 0.499
C -1.563 0.999 -6.631 0.536
O -1.096 -1.270 -7.032 0.185
H -0.714 -1.860 -7.708 0.000
H 0.018 -0.392 -9.345 0.019
H 0.344 2.028 -9.869 0.016
H -0.528 3.775 -8.315 0.003
H -1.759 3.102 -6.243 0.017
H -2.116 0.679 -5.748 0.019
O -0.871 -1.089 1.460 0.076
C -0.748 -0.972 2.725 0.005
C 0.123 0.065 3.393 0.001
C -0.648 1.085 4.213 0.000
C -1.010 0.579 5.605 0.000
C -2.002 -0.576 5.584 0.000
C -1.460 -1.859 4.949 0.001
N -1.445 -1.835 3.483 0.003
H 0.869 -0.458 4.020 0.000
H 0.673 0.594 2.607 0.000
H -0.042 1.992 4.312 0.000
H -1.561 1.372 3.679 0.000
H -0.098 0.250 6.125 0.000
H -1.439 1.409 6.175 0.000
H -2.277 -0.822 6.615 0.000
H -2.915 -0.267 5.057 0.000
H -0.436 -2.039 5.313 0.000
H -2.091 -2.704 5.243 0.000
H -1.855 -2.623 2.983 0.000
```

Values from the calculation:
- Net charge: +3
- HOMO (alpha / beta): -13.97 / -16.56 eV
- Expectation value of S²: 6.02
- Spin multiplicity: 5
- Energy relative to the best compared isomer or geometry (same formula, charge and spin): 0.0 kcal per mole

(3)
DFT (ωB97M-V/def2-TZVPD) results for a structure of composition C23H48N2NaSi4.

The geometry in XYZ format:
```
78
Properties=species:S:1:pos:R:3:mulliken_charge:R:1
Na -2.251 1.878 0.877 0.640
C -0.351 1.467 5.580 -1.154
Si -0.498 0.587 3.856 0.587
C 0.100 -1.139 4.140 -1.230
C 0.684 1.471 2.536 0.429
C 1.795 0.648 2.227 -0.474
C 2.661 1.021 1.197 -0.544
C 2.335 2.186 0.563 -0.504
C 1.250 3.034 0.865 -0.320
C 0.390 2.734 1.926 0.118
Si -0.975 3.830 2.685 0.208
C -0.072 4.662 4.281 -1.304
C -1.016 5.478 1.566 -1.332
H -1.334 1.948 5.860 0.329
H 0.285 2.335 5.662 0.353
H -0.008 0.703 6.349 0.329
H 1.063 -1.157 4.675 0.360
H 0.105 -1.830 3.289 0.337
H -0.636 -1.706 4.823 0.290
H 1.921 -0.253 2.845 0.238
H 3.561 0.447 0.982 0.382
H 2.951 2.512 -0.297 0.232
H 0.888 3.925 0.307 0.243
H 0.432 5.589 3.886 0.324
H 0.758 4.005 4.501 0.351
H -0.711 4.812 5.133 0.318
H -0.005 5.957 1.521 0.320
H -1.656 6.145 2.104 0.359
H -1.401 5.272 0.572 0.307
C 3.591 -2.677 -4.185 -0.746
C 2.731 -1.669 -3.322 -0.124
N 3.426 -1.457 -2.060 -0.109
C 3.546 -2.635 -1.273 -0.838
C 4.193 -3.820 -2.164 -0.646
N 4.705 -3.254 -3.390 -0.200
C 5.611 -2.083 -3.097 -0.605
C 4.800 -0.928 -2.390 -0.617
H 3.999 -2.163 -5.086 0.213
H 2.953 -3.543 -4.493 0.376
H 1.768 -2.221 -3.107 -0.252
H 2.456 -0.792 -3.859 0.584
H 2.642 -2.986 -0.948 0.563
H 4.167 -2.356 -0.481 0.383
H 3.471 -4.556 -2.413 0.294
H 5.043 -4.345 -1.717 0.366
H -1.694 0.446 3.172 -0.204
H 6.001 -1.763 -4.087 0.329
H 6.491 -2.373 -2.485 0.269
H 4.642 -0.043 -3.071 0.333
H 5.123 -0.546 -1.453 0.395
C -2.696 0.425 -3.369 -1.078
Si -1.819 -0.239 -1.764 -0.081
C -0.352 0.888 -1.480 -0.771
C -1.139 -1.967 -2.443 -0.869
C -2.832 -0.265 -0.306 -0.198
Si -4.515 -1.001 -0.136 -0.035
C -4.632 -1.676 1.653 -1.099
C -5.772 0.273 -0.534 -1.093
C -4.917 -2.466 -1.309 -1.022
H -1.970 0.876 -4.102 0.304
H -3.521 1.119 -3.129 0.273
H -3.256 -0.454 -3.840 0.260
H 0.247 0.949 -2.363 0.409
H 0.364 0.547 -0.695 0.048
H -0.644 1.894 -1.175 0.265
H -1.890 -2.552 -2.948 0.421
H -0.757 -2.654 -1.653 0.330
H -0.233 -1.801 -3.034 0.021
H -2.296 -0.605 0.587 0.288
H -4.151 -1.064 2.337 0.325
H -4.168 -2.642 1.690 0.314
H -5.766 -1.865 1.990 0.213
H -5.502 1.200 -0.055 0.269
H -6.755 0.057 -0.186 0.375
H -5.736 0.585 -1.562 0.315
H -4.299 -3.395 -1.219 0.301
H -4.955 -2.077 -2.382 0.236
H -5.972 -2.883 -1.171 0.326
```

Values from the calculation:
- Net charge: -1
- HOMO: -3.44 eV